{
  "formula": "C27H52N4O7PS2Si2TeV",
  "method": "wB97M-V/def2-TZVPD",
  "de_lowest_kj_mol": 169.05,
  "multiplicity": 4,
  "orbital_gap_ev": [6.15, 6.85],
  "charge": -1,
  "s_squared": 3.762,
  "elements": ["Te", "V", "S", "S", "P", "Si", "Si", "O", "O", "O", "O", "O", "O", "O", "N", "N", "N", "N", "C", "C", "C", "C", "C", "C", "C", "C", "C", "C", "C", "C", "C", "C", "C", "C", "C", "C", "C", "C", "C", "C", "C", "C", "C", "C", "C", "H", "H", "H", "H", "H", "H", "H", "H", "H", "H", "H", "H", "H", "H", "H", "H", "H", "H", "H", "H", "H", "H", "H", "H", "H", "H", "H", "H", "H", "H", "H", "H", "H", "H", "H", "H", "H", "H", "H", "H", "H", "H", "H", "H", "H", "H", "H", "H", "H", "H", "H", "H"],
  "coordinates": [[0.2576, 1.2988, -2.3046], [1.0626, -1.0133, -1.0391], [1.4977, -0.5348, 6.2188], [-0.2619, -1.3063, 3.4778], [-0.2515, -0.7862, 5.3981], [-0.5816, -0.7514, -4.8793], [0.8071, 4.3440, -3.5803], [1.2764, -7.2834, 0.3859], [3.4225, -4.2062, -1.8870], [1.2147, -6.6493, -1.7309], [-1.2136, 0.4990, 5.5867], [2.6485, -2.0703, -1.7972], [-1.0879, -1.8130, 6.3030], [-0.7957, -0.4772, -0.8909], [2.3766, -0.0419, 0.0576], [0.9346, -2.7088, 0.0252], [5.2454, 1.9826, 2.3268], [0.1359, -3.2296, 0.9669], [1.2083, -6.3276, -0.5850], [-2.0046, -0.6636, -0.1765], [1.3476, 2.5675, -3.7203], [0.1869, 2.2700, 4.5294], [1.4754, -3.7326, -0.6318], [3.2957, 0.5750, 2.1856], [-1.2035, 1.7661, 4.8748], [-0.2313, -2.2456, -3.8384], [4.3203, 1.2884, 1.5772], [-2.1096, 1.7015, 3.6592], [2.6353, -3.3458, -1.5533], [-1.0343, 4.5143, -3.7994], [-2.5103, -2.0680, 6.3576], [1.3023, 4.9945, -1.9079], [1.0045, -4.9397, -0.0893], [-2.7908, -1.8132, -0.7784], [-3.1298, -1.1572, 7.4046], [1.6273, 5.3914, -4.8884], [0.9207, -0.3084, -5.8722], [4.3503, 1.3093, 0.1811], [-1.1043, 0.6986, -3.8380], [3.3762, 0.6412, -0.5260], [0.1603, -4.5626, 0.9375], [2.3628, -0.0639, 1.4029], [-1.9912, -1.1344, -6.0353], [-3.2416, -1.9889, 5.0277], [-2.8199, 0.6175, -0.1731], [0.7343, 0.5503, -6.5294], [-2.8679, -1.4773, -5.4709], [1.2260, -1.1586, -6.4958], [-1.6821, 1.0525, 2.8943], [1.7568, -0.0627, -5.2050], [2.7221, 5.3201, -4.8258], [-3.1920, -0.9807, 4.6122], [-2.2424, 1.4363, 0.2636], [0.9879, 4.3017, -1.1198], [-4.2927, -2.2511, 5.1934], [3.2130, 0.5080, 3.2669], [-2.5699, -1.2225, 8.3398], [-2.2351, 2.7086, 3.2467], [-1.5727, 3.8695, -3.0952], [-3.1077, -0.1216, 7.0616], [-3.0954, 1.3120, 3.9299], [-2.5640, -3.0936, 6.7134], [-1.6490, 2.4489, 5.5937], [-2.8142, -2.6722, 4.2946], [-0.2481, -2.6189, 1.6891], [1.3475, 6.4478, -4.7697], [0.6666, 1.6097, 3.7999], [-0.4291, -5.1454, 1.6337], [0.8337, -2.3083, -3.5930], [0.8243, 2.3137, 5.4117], [0.0982, 3.2687, 4.0906], [1.3805, -6.8537, 1.2412], [-3.7427, 0.4952, 0.4068], [-1.7903, -0.9058, 0.8684], [1.3234, 5.0706, -5.8941], [-3.0992, -1.5638, -1.8018], [-1.3432, 5.5513, -3.6150], [-2.2863, -0.2532, -6.6223], [-2.0393, 0.4643, -3.3188], [-4.1670, -1.4534, 7.5910], [5.3386, 1.7119, 3.2915], [-1.3427, 4.2447, -4.8197], [-2.1752, -2.7165, -0.8192], [2.4159, 2.4851, -3.4790], [6.1134, 2.2152, 1.8769], [1.5592, -0.6031, 1.8791], [-3.6884, -2.0313, -0.1863], [-1.7073, -1.9321, -6.7359], [-1.2656, 1.5947, -4.4472], [3.3996, 0.6130, -1.6060], [-0.8039, -2.2148, -2.9079], [2.3928, 5.1137, -1.8423], [5.1336, 1.8379, -0.3508], [0.8400, 5.9682, -1.7030], [-3.0844, 0.8953, -1.2006], [1.2082, 2.1606, -4.7295], [-0.5077, -3.1652, -4.3676]]
}

---

{
  "formula": "C27H53F5N4O4PS",
  "method": "wB97M-V/def2-TZVPD",
  "orbital_gap_ev": 7.09,
  "charge": 1,
  "elements": ["S", "P", "F", "F", "F", "F", "F", "O", "O", "O", "O", "N", "N", "N", "N", "C", "C", "C", "C", "C", "C", "C", "C", "C", "C", "C", "C", "C", "C", "C", "C", "C", "C", "C", "C", "C", "C", "C", "C", "C", "C", "C", "H", "H", "H", "H", "H", "H", "H", "H", "H", "H", "H", "H", "H", "H", "H", "H", "H", "H", "H", "H", "H", "H", "H", "H", "H", "H", "H", "H", "H", "H", "H", "H", "H", "H", "H", "H", "H", "H", "H", "H", "H", "H", "H", "H", "H", "H", "H", "H", "H", "H", "H", "H", "H"],
  "coordinates": [[1.5313, 2.5900, 0.0608], [-6.6157, 4.3876, -3.4670], [-0.4172, 4.1210, 0.6151], [-2.3499, 3.1178, -0.5389], [-1.8621, 1.1147, 0.0079], [-0.8771, 2.0561, -1.6771], [-0.4467, 2.2770, 1.7399], [-6.5727, 4.4863, -4.9520], [2.2421, 3.3694, 1.0333], [1.7787, 3.0083, -1.2875], [2.2013, 0.7828, 1.7571], [4.2114, -0.5282, 0.1286], [-5.8143, 4.1015, -1.9622], [-6.9281, 6.0105, -3.0411], [-7.9486, 3.3697, -3.1754], [6.0242, -1.1286, -1.5639], [4.9012, -3.1806, 1.1763], [3.7911, -4.2429, 1.1680], [-0.2761, 2.8103, 0.5297], [3.8622, -6.4371, 2.5420], [3.0918, 0.3255, -1.8459], [-5.5005, 2.6821, -1.6996], [2.0741, 0.8448, 0.3605], [3.4848, -7.0121, 4.9783], [3.4095, 0.6570, -0.4110], [2.4862, -3.7524, 0.5088], [5.6522, -0.3579, -0.2793], [0.9462, -0.1173, -0.0540], [3.4472, 1.0830, -2.8748], [-7.8837, 6.4395, -2.0403], [-7.9870, 2.1007, -3.8842], [3.0461, -8.3194, 5.5870], [-8.9857, 3.5603, -2.1814], [4.7009, -2.0093, 2.1628], [2.7566, -0.4359, 2.1900], [-1.3553, 2.2475, -0.4598], [3.5593, -4.9043, 2.5472], [-4.5485, 4.8610, -1.8265], [2.9579, -5.7658, 5.6591], [-6.7989, 7.0103, -4.0953], [4.3168, -6.9843, 3.8843], [4.1405, -0.6722, 1.6169], [-8.5860, 3.7373, -1.1770], [-7.6302, 7.4445, -1.6906], [0.1900, -0.0697, 0.7273], [5.1677, -1.6296, -2.0140], [5.3412, -7.3481, 3.9336], [2.4579, -8.1393, 6.4880], [3.9741, 2.0186, -2.7420], [3.8384, -1.3372, -0.3710], [-4.7284, 5.9288, -1.9142], [2.9127, -0.3300, 3.2631], [-9.0143, 1.7762, -4.0519], [1.9871, -4.6176, 0.0752], [2.7524, -3.1236, -0.3515], [4.0235, -2.3427, 2.9503], [2.5775, -0.6081, -2.0551], [1.3170, -1.1433, -0.0393], [4.1202, -4.4266, 3.3461], [5.8110, -3.6996, 1.4848], [5.8825, 0.6900, -0.4427], [3.9775, 1.5818, -0.3362], [3.1672, 0.7842, -3.8758], [-8.9064, 6.4740, -2.4339], [2.0867, -1.2909, 2.0657], [4.1518, -5.0321, 0.5033], [2.4902, -4.8189, 2.7547], [-7.6822, 7.0486, -4.7432], [-7.4632, 1.2997, -3.3415], [-4.8924, 2.6026, -0.7998], [-4.9582, 2.2075, -2.5241], [2.9425, -6.9642, 2.2865], [-5.9311, 6.8132, -4.7177], [0.5204, 0.1110, -1.0266], [-7.5210, 2.1935, -4.8655], [5.0730, -2.8797, 0.1404], [6.3115, -0.7045, 0.5111], [-7.8603, 5.8023, -1.1582], [3.9240, -8.9179, 5.8542], [-9.6064, 2.6679, -2.1068], [4.5940, -6.6732, 1.7693], [5.6444, -1.8078, 2.6670], [1.8307, -3.2318, 1.2039], [6.3560, -0.4178, -2.3195], [3.0901, -5.9620, 6.7258], [-6.6575, 7.9959, -3.6453], [6.8495, -1.8154, -1.4020], [1.8866, -5.5718, 5.5204], [-6.4108, 2.1164, -1.5091], [4.7515, 0.1356, 2.0212], [2.4237, -8.8511, 4.8698], [-3.8122, 4.5718, -2.5840], [-4.1168, 4.6947, -0.8414], [3.5590, -4.8936, 5.4251], [-9.6517, 4.3852, -2.4433]]
}

---

Calculated total energy (computed, Ha): -4734.8064, -2819.0120